# 1
A structure of composition C49H45AsCl3CoN2O3P. Source: OMol25; level of theory: the ωB97M-V functional and the def2-TZVPD basis.

Positions of all 105 atoms, in Å:
1 Co 0.197627 -0.115007 0.409647
2 O -0.126236 0.101585 -3.237883
3 C 0.742042 -0.161618 -2.422270
4 O 0.972112 0.505295 -1.332585
5 C 1.650695 -1.349978 -2.704924
6 C 1.641389 -1.862725 -3.998987
7 C 2.426701 -2.952274 -4.335413
8 C 3.225311 -3.554899 -3.371891
9 C 3.238092 -3.060054 -2.077857
10 C 2.459859 -1.956485 -1.733611
11 P 2.438759 -1.242080 -0.060654
12 C 3.065622 -2.524879 1.073070
13 C 3.935542 -2.220670 2.121302
14 C 4.205068 -3.155132 3.113415
15 C 3.606578 -4.405491 3.078464
16 C 2.735487 -4.719151 2.042511
17 C 2.463599 -3.785934 1.054377
18 C 3.834029 -0.052040 -0.177980
19 C 5.140356 -0.536216 -0.263000
20 C 6.216858 0.329425 -0.381664
21 C 6.002592 1.699971 -0.429358
22 C 4.707194 2.192237 -0.377551
23 C 3.629610 1.323404 -0.259910
24 H 0.996401 -1.385955 -4.724695
25 H 2.414377 -3.335217 -5.347861
26 H 3.838367 -4.410049 -3.627204
27 H 3.854728 -3.538658 -1.326523
28 H 4.404464 -1.246852 2.171759
29 H 4.887180 -2.899458 3.915459
30 H 3.816241 -5.133482 3.851669
31 H 2.261395 -5.691610 2.005318
32 H 1.772101 -4.042493 0.259840
33 H 5.321431 -1.603435 -0.235395
34 H 7.221475 -0.069115 -0.444901
35 H 6.840233 2.379345 -0.524278
36 H 4.526837 3.257847 -0.445282
37 H 2.623202 1.718839 -0.279711
38 Cl -5.406919 -3.752304 3.135966
39 C -4.150480 -2.620427 2.729416
40 C -3.155443 -2.988016 1.848097
41 C -2.177648 -2.056360 1.542616
42 Cl -0.860227 -2.545780 0.492373
43 C -2.138640 -0.744528 2.044848
44 O -1.233729 0.125141 1.737698
45 C -3.174050 -0.451075 2.964273
46 Cl -3.208237 1.138055 3.643277
47 C -4.156499 -1.354868 3.302623
48 H -3.132305 -3.976274 1.411173
49 H -4.935715 -1.069757 3.995363
50 C 1.769670 0.825131 6.472235
51 C 2.664743 0.141219 5.446371
52 N 2.518241 0.670110 4.094115
53 C 3.272921 1.870023 3.749870
54 C 2.457686 3.159627 3.796165
55 C 1.647556 0.135072 3.199266
56 C 0.908052 -1.106842 3.603702
57 N 1.456373 0.624840 2.015404
58 H 1.872705 0.345177 7.446724
59 H 0.722209 0.770405 6.171587
60 H 2.032432 1.877167 6.587071
61 H 2.473449 -0.929082 5.431644
62 H 3.712912 0.256695 5.729138
63 H 3.722264 1.734501 2.760944
64 H 4.104798 1.935666 4.451046
65 H 1.576278 3.106034 3.156023
66 H 3.068732 4.000780 3.465306
67 H 2.114144 3.366790 4.809361
68 H 1.608600 -1.922070 3.792612
69 H 0.244776 -1.401256 2.802958
70 H 0.313042 -0.943497 4.503050
71 H 2.015870 1.449641 1.837360
72 C -6.219835 1.584570 1.249275
73 C -5.388412 2.597398 0.797548
74 C -4.262947 2.295536 0.039122
75 C -3.952931 0.974818 -0.271364
76 C -4.791212 -0.037212 0.196001
77 C -5.920325 0.264025 0.942618
78 As -2.344956 0.475556 -1.280085
79 C -3.227746 -0.747325 -2.522402
80 C -2.520426 -1.859754 -2.969617
81 C -3.115916 -2.779795 -3.822108
82 C -4.425102 -2.593059 -4.241625
83 C -5.138137 -1.485661 -3.803253
84 C -4.543780 -0.571302 -2.944741
85 C -2.140448 2.112928 -2.307631
86 C -1.310966 3.085168 -1.755871
87 C -1.126178 4.301615 -2.397657
88 C -1.755845 4.546565 -3.609841
89 C -2.567324 3.572773 -4.173934
90 C -2.759910 2.359468 -3.525347
91 H -7.097279 1.821584 1.838167
92 H -5.614972 3.630426 1.031401
93 H -3.633249 3.099233 -0.318673
94 H -4.570574 -1.074970 -0.031985
95 H -6.561825 -0.537463 1.289614
96 H -1.493066 -2.002691 -2.660698
97 H -2.553408 -3.641391 -4.160210
98 H -4.889894 -3.309330 -4.907803
99 H -6.161434 -1.335209 -4.124412
100 H -5.116492 0.277049 -2.590163
101 H -0.797842 2.884501 -0.821714
102 H -0.482307 5.052974 -1.957129
103 H -1.606261 5.490229 -4.119298
104 H -3.050477 3.755947 -5.125823
105 H -3.385236 1.602724 -3.980831

Atoms 1-3, force components in eV/Å:
Co 0.2767 0.0572 0.2925
O 0.0493 -0.0074 0.0599
C 0.0740 0.1115 -0.2968

⟨S²⟩	3.759
Kohn-Sham gap (alpha / beta)	0.2915 / 0.2912	Ha
energy relative to the best compared isomer or geometry (same formula, charge and spin)	49.0	kJ/mol
total energy	-7570.00920	a.u.
LUMO (alpha / beta)	0.42 / 0.41	eV
spin multiplicity	4



# 2
A structure of composition C49H45F4N6O3S3Tl. Source: OMol25; level of theory: the ωB97M-V functional and the def2-TZVPD basis.

Positions of all 111 atoms, in Å:
1 Tl -0.273861 1.034053 0.303980
2 C -4.881089 1.454603 2.129860
3 C -3.533674 1.488876 1.400168
4 N -2.888717 0.181552 1.174066
5 C -3.691730 -0.716000 0.332689
6 C -3.903856 -0.227675 -1.090819
7 C -2.537856 -0.495787 2.413026
8 C -1.493138 0.214210 3.303549
9 N -0.750127 1.265250 2.629369
10 C 0.184508 2.007990 3.297363
11 C 0.544280 3.262008 2.756458
12 F -0.080764 3.637560 1.628340
13 C 1.451891 4.109365 3.336807
14 F 1.732258 5.275451 2.737607
15 C 2.056844 3.797606 4.539056
16 C 1.715424 2.590829 5.106523
17 F 2.292122 2.228627 6.261310
18 C 0.818805 1.719770 4.519081
19 F 0.574953 0.553843 5.151207
20 H -5.201901 2.479431 2.324723
21 H -4.817182 0.933986 3.089100
22 H -5.652253 0.969766 1.527130
23 H -2.827532 2.105091 1.955528
24 H -3.670794 1.955911 0.429545
25 H -4.669049 -0.906636 0.800504
26 H -3.182346 -1.674949 0.287941
27 H -4.515051 0.675651 -1.135470
28 H -4.410149 -1.016617 -1.649127
29 H -2.950925 -0.028871 -1.586025
30 H -2.155786 -1.475595 2.140668
31 H -3.432009 -0.678382 3.024578
32 H -0.855345 -0.564872 3.724503
33 H -2.018220 0.679932 4.145343
34 H 2.752685 4.470412 5.019974
35 S 3.424529 -3.820245 1.250148
36 C 4.632154 -4.974826 1.612126
37 C 5.879618 -4.464649 1.450210
38 C 5.858444 -3.106775 1.027146
39 C 4.598694 -2.605249 0.874176
40 C 4.195704 -1.240320 0.496022
41 C 2.840865 -0.858774 0.523204
42 N 2.392399 0.353477 0.284048
43 C 3.286628 1.302682 -0.075875
44 C 4.658865 1.017313 -0.174156
45 C 5.580632 2.036680 -0.590339
46 C 5.142263 3.263680 -0.919508
47 C 3.744231 3.581420 -0.868560
48 C 3.260584 4.831883 -1.276039
49 C 1.912285 5.089534 -1.252297
50 C 1.078470 4.065812 -0.761988
51 N 1.508872 2.894751 -0.359175
52 C 2.821069 2.621900 -0.425982
53 C 1.340200 6.369364 -1.696852
54 C 1.999729 7.473531 -2.160442
55 C 1.129255 8.544376 -2.496145
56 C -0.176979 8.231231 -2.283304
57 S -0.363408 6.646515 -1.681964
58 C 5.099807 -0.272832 0.137741
59 H 4.346239 -5.968056 1.926712
60 H 6.786526 -5.026559 1.630251
61 H 6.756893 -2.527927 0.853848
62 H 2.103003 -1.610411 0.744447
63 H 6.632754 1.784471 -0.652524
64 H 5.829595 4.033951 -1.251085
65 H 3.965828 5.577336 -1.625117
66 H 0.010984 4.224425 -0.707475
67 H 3.076102 7.531394 -2.259245
68 H 1.466528 9.499761 -2.875467
69 H -1.044999 8.852211 -2.449945
70 H 6.159249 -0.494900 0.078130
71 O -0.773002 -0.983922 -2.988485
72 C -0.608462 0.225615 -2.800032
73 O 0.177813 0.806926 -1.965841
74 C -1.464036 1.215920 -3.548217
75 C -1.718531 1.062374 -4.906913
76 C -2.608699 1.895255 -5.559812
77 C -3.272289 2.880818 -4.837615
78 C -3.023036 3.048525 -3.485709
79 C -2.089087 2.236176 -2.820224
80 S -1.874638 2.657151 -1.115904
81 H -1.204955 0.272891 -5.442263
82 H -2.805415 1.768755 -6.617855
83 H -3.994983 3.526009 -5.324268
84 H -3.527110 3.826365 -2.924135
85 C 0.080165 -7.199215 -0.421726
86 C -0.235456 -5.983536 -1.286443
87 N -1.642357 -5.588909 -1.244254
88 C -2.627559 -6.464663 -1.881348
89 C -3.507020 -7.184282 -0.863863
90 C -2.094363 -4.419514 -0.725855
91 O -3.244849 -4.031573 -0.856934
92 C -1.153416 -3.619552 0.135686
93 C -0.795305 -4.095721 1.388715
94 C -0.081293 -3.278924 2.255279
95 C 0.202526 -1.990017 1.850365
96 N -0.144038 -1.527976 0.644415
97 C -0.796075 -2.322711 -0.205381
98 H 1.120233 -7.496513 -0.567515
99 H -0.558068 -8.044141 -0.683681
100 H -0.068215 -6.973659 0.636196
101 H 0.026570 -6.201557 -2.324043
102 H 0.370806 -5.139968 -0.967918
103 H -2.088673 -7.183420 -2.498182
104 H -3.259850 -5.854437 -2.525000
105 H -2.916546 -7.836152 -0.216730
106 H -4.253726 -7.791818 -1.379797
107 H -4.028430 -6.453759 -0.245147
108 H -1.095873 -5.091449 1.693969
109 H 0.227342 -3.626547 3.232401
110 H 0.711937 -1.293054 2.509416
111 H -1.026063 -1.908355 -1.188633

Atoms 1-3, force components in eV/Å:
Tl -0.9211 0.3617 -0.4759
C 0.1502 -0.1354 -0.0296
C -0.3907 -0.1105 0.1669

Kohn-Sham gap	0.2307	Ha
energy relative to the best compared isomer or geometry (same formula, charge and spin)	124.9	kJ/mol
total energy	-4214.98103	a.u.
LUMO	-0.82	eV